C27H58N6O10 | ωB97M-V with the def2-TZVPD basis set

```
101
Properties=species:S:1:pos:R:3:mulliken_charge:R:1
C 7.653 4.025 -1.597 -0.83
C 7.844 3.022 -0.362 -0.24
O 7.535 1.641 -0.636 -0.38
C 6.354 1.489 -1.449 0.10
C 5.651 0.095 -1.030 0.47
O 5.713 -0.927 -1.726 -0.58
O 4.898 0.092 0.176 -0.43
C 3.488 0.330 -0.057 0.80
C 2.610 -1.018 -0.137 -1.23
N 3.225 1.069 -1.319 -0.41
C 2.959 1.177 1.229 -0.42
C 1.668 2.063 0.919 0.36
C 1.997 3.619 0.687 -0.59
C 0.628 4.472 0.514 -0.60
O 0.418 4.897 -0.860 -0.44
C 0.108 3.788 -1.685 0.68
C -1.348 3.220 -1.966 -0.69
O 1.064 3.232 -2.279 -0.55
H 8.449 4.850 -1.510 0.32
H 7.718 3.544 -2.621 0.24
H 6.653 4.569 -1.426 0.24
H 7.305 3.443 0.560 0.21
H 8.962 3.050 -0.088 0.32
H 6.699 1.360 -2.528 0.21
H 5.564 2.291 -1.303 0.23
H 2.820 -1.533 -1.136 0.36
H 2.825 -1.732 0.717 0.29
H 1.491 -0.756 -0.149 0.11
H 2.236 0.932 -1.580 0.28
H 3.422 2.067 -1.185 0.04
H 2.750 0.432 2.061 -0.29
H 3.820 1.853 1.540 0.37
H 1.051 1.655 0.044 -0.03
H 0.964 2.022 1.832 -0.02
H 2.619 4.008 1.574 0.52
H 2.628 3.816 -0.247 0.20
H -0.240 3.831 0.877 0.27
H 0.723 5.402 1.159 0.33
H -1.432 2.864 -3.037 0.22
H -1.552 2.341 -1.278 0.22
H -2.135 4.027 -1.797 0.28
C -5.020 2.973 -5.794 -0.99
N -4.659 2.557 -4.455 0.26
C -5.494 2.969 -3.343 -0.87
C -3.563 1.793 -4.208 -0.07
O -3.205 1.409 -3.108 -0.55
H -5.029 4.065 -5.839 0.36
H -6.015 2.588 -6.031 0.34
H -4.306 2.592 -6.527 0.29
H -4.893 3.550 -2.639 0.22
H -5.872 2.081 -2.833 0.27
H -6.331 3.573 -3.696 0.37
H -3.002 1.537 -5.121 0.41
C -1.051 -0.025 5.853 -0.87
N -0.099 0.639 4.984 0.17
C 1.265 0.150 4.934 -0.79
C -0.444 1.704 4.215 0.06
O 0.308 2.304 3.465 -0.66
H -0.692 0.034 6.884 0.34
H -1.137 -1.070 5.553 0.31
H -2.033 0.447 5.790 0.26
H 1.946 0.951 5.232 0.31
H 1.503 -0.147 3.910 0.16
H 1.390 -0.704 5.601 0.35
H -1.501 1.993 4.328 0.30
C -5.034 -3.281 -3.163 -0.90
N -5.419 -1.904 -2.930 0.17
C -4.969 -1.243 -1.719 -0.76
C -6.189 -1.211 -3.812 0.03
O -6.546 -0.056 -3.676 -0.55
H -5.414 -3.900 -2.346 0.33
H -3.943 -3.346 -3.195 0.30
H -5.441 -3.645 -4.107 0.30
H -5.839 -0.916 -1.144 0.28
H -4.376 -0.365 -1.987 0.08
H -4.365 -1.921 -1.115 0.40
H -6.475 -1.805 -4.696 0.30
C -1.174 -6.015 5.679 -0.93
N -1.556 -4.640 5.929 0.12
C -1.118 -4.000 7.155 -0.78
C -2.314 -3.929 5.048 0.12
O -2.668 -2.774 5.197 -0.59
H -1.566 -6.645 6.482 0.34
H -0.084 -6.084 5.660 0.34
H -1.572 -6.363 4.725 0.29
H -1.993 -3.678 7.724 0.29
H -0.519 -3.121 6.907 0.14
H -0.524 -4.690 7.755 0.38
H -2.591 -4.508 4.153 0.28
C 0.345 -4.070 -3.438 -1.02
N 0.281 -3.911 -2.000 0.17
C 0.577 -5.049 -1.152 -0.96
C -0.050 -2.724 -1.419 0.25
O -0.123 -2.522 -0.220 -0.66
H -0.366 -4.842 -3.744 0.36
H 1.357 -4.374 -3.718 0.37
H 0.100 -3.137 -3.946 0.32
H -0.292 -5.268 -0.528 0.30
H 1.421 -4.803 -0.503 0.26
H 0.824 -5.922 -1.757 0.40
H -0.256 -1.927 -2.152 0.29
```

HOMO level: -8.824 eV
Multiplicity: 1
Gap between HOMO and LUMO: 9.231 eV
SMILES string: CCOCC(=O)O[C@](C)(N)CCCCOC(C)=O.CN(C)C=O.CN(C)C=O.CN(C)C=O.CN(C)C=O.CN(C)C=O